Record 1
ORCA calculation (the ωB97M-V functional and the def2-TZVPD basis) on a molecular structure, C4H7FOS.

CARTESIAN COORDINATES (ANGSTROEM)
C 0.27335 -1.88834 -1.05907
C -0.53024 -0.14079 0.26354
C 0.71392 0.83667 -0.18105
C 1.86476 0.66938 0.77736
H -0.09610 -2.90052 -1.36985
H 1.47114 -1.92914 -0.82579
H 0.21465 -0.85943 -1.98289
H 0.27118 1.93283 -0.43108
H 2.63409 1.35626 0.50114
H 1.57277 1.00454 1.78637
H 2.09445 -0.39470 0.63593
O -0.61218 -1.31643 -0.13207
F 1.35697 0.38299 -1.41421
S -1.83802 0.75083 1.04162

Values from the calculation:
Energy relative to the best compared isomer or geometry (same formula, charge and spin), kcal per mole: 73.7
HOMO-LUMO gap, eV: 8.697
Energy, Ha: -729.7658
Spin multiplicity: 1
LUMO, eV: 0.0303
E_HOMO, eV: -8.67

Record 2
ORCA calculation (the ωB97M-V functional and the def2-TZVPD basis) on 2 unconnected molecules or ions with the total composition CH2N4.

CARTESIAN COORDINATES (ANGSTROEM)
N 0.53483 -0.87622 1.51709
C 0.61550 -0.50031 0.38495
N 0.33180 -0.53372 -0.79045
H 1.23112 -1.43115 2.15626
H 0.28807 0.13858 -1.58436
N -1.91390 1.81330 -0.54460
N -1.08742 1.38952 -1.13889

Values from the calculation:
Energy relative to the best compared isomer or geometry (same formula, charge and spin), kcal per mole: 22.5
HOMO-LUMO gap, eV: 10.836
Energy, Ha: -258.3098
Spin multiplicity: 1
LUMO, eV: 0.9601
SMILES: N=C=N.N#N
E_HOMO, eV: -9.88

Record 3
ORCA calculation (the ωB97M-V functional and the def2-TZVPD basis) on a single C5H6N2O molecule.

CARTESIAN COORDINATES (ANGSTROEM)
O -2.17094 -0.11532 -0.84603
C -1.07851 -0.03380 -0.31001
C -0.13888 -1.06532 0.41280
C -0.06911 0.06432 1.53469
C -0.26814 1.13426 0.30122
N 1.01476 1.24604 -0.33514
C 1.53012 0.14569 -0.64552
N 1.08899 -1.14269 -0.38250
H -0.59430 -2.03031 0.61539
H -0.94417 -0.04838 2.16445
H 0.80911 0.19434 2.15948
H -0.65014 2.16415 0.39232
H 2.35142 0.14966 -1.37431
H 1.81645 -1.70124 0.07532

Values from the calculation:
Energy relative to the best compared isomer or geometry (same formula, charge and spin), kcal per mole: 40.3
HOMO-LUMO gap, eV: 9.754
Energy, Ha: -378.8067
Spin multiplicity: 1
LUMO, eV: 0.6734
SMILES: O=C1[C@@H]2C[C@H]1N=CN2
E_HOMO, eV: -9.08

Record 4
ORCA calculation (the ωB97M-V functional and the def2-TZVPD basis) on 6 unconnected molecules or ions with the total composition C23H40BFN2O19S.

CARTESIAN COORDINATES (ANGSTROEM)
C 4.80511 -2.30819 -0.99728
C 3.60753 -2.14173 -2.14944
C 4.20856 -2.81441 -3.55627
C 3.25978 -0.54562 -2.28654
C 2.59615 -0.10949 -3.73256
C 2.25191 0.03720 -1.11275
O 1.35755 -0.99034 -0.55776
N 0.04321 -0.66681 -0.78085
B -0.57591 -1.96489 -1.26505
O 0.20620 -3.22792 -1.02187
N -1.89029 -2.12493 -2.00563
C -2.98537 -2.71427 -1.14434
C -2.31889 -0.86841 -2.72999
S -0.54754 -0.32032 0.86402
O -2.08493 -0.44497 0.99166
O 0.16343 -1.39061 1.78072
F -0.00522 1.25068 1.38156
H 5.61710 -1.46163 -1.12122
H 4.29276 -2.17004 0.05395
H 5.28603 -3.37511 -1.05109
H 2.70029 -2.82164 -1.84617
H 5.21718 -2.28378 -3.82704
H 3.38147 -2.72070 -4.40591
H 4.33234 -3.98202 -3.35897
H 4.29543 0.03685 -2.20051
H 3.42890 -0.32601 -4.54905
H 1.62046 -0.72191 -3.95434
H 2.35593 1.03754 -3.69178
H 1.68157 1.02150 -1.43690
H 2.97031 0.37380 -0.22102
H 0.45641 -3.50747 -1.97152
H -3.62361 -1.92265 -0.55599
H -3.70472 -3.41004 -1.77086
H -2.44064 -3.43562 -0.36498
H -3.50028 -0.92994 -2.89009
H -2.05056 0.13477 -2.18992
H -1.86664 -0.93940 -3.83120
O -5.96385 -5.04648 -1.98608
C -6.52465 -4.33862 -1.16626
O -7.12716 -3.14879 -1.45741
C -7.84518 -2.75801 -0.30212
C -7.13875 -3.47720 0.80093
O -6.63041 -4.63313 0.16255
H -7.81643 -1.67215 -0.17668
H -8.88735 -3.07664 -0.40906
H -6.30126 -2.90025 1.20717
H -7.81213 -3.74980 1.61818
O 5.22354 0.18928 -4.55356
C 6.21274 0.59032 -3.96336
O 7.15984 -0.21920 -3.40556
C 8.23930 0.61298 -3.02454
C 7.59947 1.95393 -2.86495
O 6.51606 1.90780 -3.77391
H 8.69526 0.25610 -2.09697
H 8.99256 0.60087 -3.81924
H 7.20726 2.11251 -1.85485
H 8.28050 2.77227 -3.11432
O -1.88316 0.14280 -6.67406
C -2.96935 0.56733 -6.31680
O -3.78895 -0.06248 -5.42512
C -4.82733 0.84562 -5.10877
C -4.86039 1.75578 -6.29347
O -3.52396 1.73419 -6.75782
H -5.77346 0.31715 -4.96312
H -4.56734 1.37171 -4.18427
H -5.51684 1.38471 -7.08762
H -5.16268 2.77270 -6.02864
O -1.54151 3.63129 6.70667
C -1.02037 2.71460 6.09367
O -1.69896 1.82411 5.31263
C -0.72869 1.07327 4.60712
C 0.48857 1.19219 5.46569
O 0.31793 2.44521 6.10046
H -1.05351 0.03616 4.48653
H -0.58753 1.51960 3.61720
H 0.53771 0.41128 6.23190
H 1.41289 1.17581 4.88173
O 2.04890 4.54374 12.22988
C 1.21902 4.74616 11.35925
O -0.07272 4.30731 11.40718
C -0.75888 4.93140 10.33824
C 0.33420 5.26022 9.37385
O 1.46188 5.44057 10.20927
H -1.50383 4.25591 9.90882
H -1.26523 5.82532 10.71720
H 0.53769 4.44024 8.67706
H 0.12552 6.16877 8.80233

Values from the calculation:
HOMO-LUMO gap, eV: 7.971
Energy, Ha: -2962.1769
Spin multiplicity: 1
LUMO, eV: -1.4249
SMILES: CC(C)[C@@H](C)CON(B(O)N(C)C)S(=O)(=O)F.O=C1OCCO1.O=C1OCCO1.O=C1OCCO1.O=C1OCCO1.O=C1OCCO1
E_HOMO, eV: -9.40

Record 5
ORCA calculation (the ωB97M-V functional and the def2-TZVPD basis) on 3 unconnected molecules or ions with the total composition C3H12N4.

CARTESIAN COORDINATES (ANGSTROEM)
H 1.21662 -1.43233 1.25199
N 0.26081 -1.66573 1.52093
C -0.46590 -2.00818 0.52169
N -0.21766 -1.75836 -0.78395
H -1.47414 -2.34133 0.74942
H 0.52872 -1.09291 -0.99940
H -0.99651 -1.73694 -1.42114
C -2.18176 0.86851 1.63267
N -1.08973 0.70919 1.03471
H -2.33312 0.84543 2.72618
H -3.07139 1.12461 1.04224
H -0.24755 0.16267 1.56953
C 1.08795 1.55073 -1.54503
N 1.76286 0.40720 -0.93579
H 1.58931 2.50972 -1.36610
H 1.03214 1.39805 -2.62281
H 0.07511 1.60155 -1.14504
H 2.70538 0.31658 -1.30168
H 1.81885 0.54154 0.07158

Values from the calculation:
Energy relative to the best compared isomer or geometry (same formula, charge and spin), kcal per mole: 44.5
HOMO-LUMO gap, eV: 9.700
Energy, Ha: -340.4595
Spin multiplicity: 1
LUMO, eV: 1.0628
SMILES: [H]/N=C\N.C=N.CN
E_HOMO, eV: -8.64

Record 6
ORCA calculation (the ωB97M-V functional and the def2-TZVPD basis) on a single C11H9BrClNO2 molecule.

CARTESIAN COORDINATES (ANGSTROEM)
C -0.65212 -3.79808 -2.21040
C -0.49946 -2.48926 -1.23360
C -0.09392 -1.09433 -2.03698
Cl 1.26036 -1.30565 -3.28468
C 0.34831 -0.02091 -0.83293
C 1.91208 0.36121 -0.49186
C 2.15965 1.41249 0.77469
Br 4.00530 1.93216 1.34238
C 0.84533 1.98935 1.56682
C -0.73085 1.64471 1.27596
C -0.94313 0.60732 0.02431
C -1.77809 2.37524 2.30420
O -3.09382 2.18127 2.42379
N -0.82180 3.27217 3.09685
C 0.67161 3.00209 2.84422
O 1.72963 3.46323 3.52489
H 0.39209 -4.37306 -2.16052
H -1.43747 -4.53736 -1.70572
H -0.99156 -3.56161 -3.30630
H -1.42785 -2.28231 -0.54062
H 0.41912 -2.70534 -0.50234
H -1.04001 -0.58009 -2.55243
H 2.81262 -0.08824 -1.10501
H -2.06600 0.29427 -0.22225
H -0.98002 4.30073 3.00753

Values from the calculation:
HOMO-LUMO gap, eV: 7.512
Energy, Ha: -3663.6046
Spin multiplicity: 1
LUMO, eV: -1.7083
SMILES: CC[C@H](Cl)c1cc(Br)c2c(c1)C(=O)NC2=O
E_HOMO, eV: -9.22